(1)
# C3H10N

A 2-piece molecular cluster, C3H10N overall (the ωB97M-V functional and the def2-TZVPD basis, the OMol25 dataset).

XYZ file:
```
14
Properties=species:S:1:pos:R:3
C -3.8795 2.9000 -2.1252
H -4.1734 3.2236 -3.1223
H -4.2043 3.6919 -1.4588
H -2.8126 2.7827 -2.0219
H -4.2270 1.8753 -2.0128
C 1.8498 -0.7791 0.4806
C 2.3236 -2.7919 1.9112
N 2.6000 -1.6938 1.3394
H 0.8400 -0.5919 0.8478
H 1.6165 -1.1684 -0.5090
H 2.3813 0.1631 0.4443
H 1.5368 -3.4344 1.5333
H 2.8076 -2.9753 2.8625
H 3.3413 -1.2018 1.8308
```

total energy	-174.74178	Eh
frontier orbital gap	8.62	eV
highest occupied orbital energy	-0.5299	hartree
lowest unoccupied orbital energy	-0.2130	hartree
relative energy (zero: lowest compared OMol25 entry of this formula, charge and spin)	43.79	kcal/mol
charge	+1
spin multiplicity	1

Mulliken charges, unit e, in atom order: number 1, C, carries -0.92; number 2, H, carries 0.23; number 3, H, carries 0.23; number 4, H, carries 0.22; number 5, H, carries 0.24; number 6, C, carries -0.74; number 7, C, carries -0.11; number 8, N, carries -0.02; number 9, H, carries 0.34; number 10, H, carries 0.33; number 11, H, carries 0.31; number 12, H, carries 0.31; number 13, H, carries 0.27; number 14, H, carries 0.32

=====

(2)
# C3H10N2

A 2-piece molecular cluster, C3H10N2 overall (the ωB97M-V functional and the def2-TZVPD basis, the OMol25 dataset).

XYZ file:
```
15
Properties=species:S:1:pos:R:3
C -1.6736 0.5121 -0.4963
N -1.8922 0.0606 0.8713
H -2.5602 0.9165 -1.0181
H -1.1467 -0.2656 -1.0594
H -1.0122 1.3900 -0.4296
H -2.5827 -0.6838 0.9334
H -2.2079 0.8472 1.4343
C 1.4023 0.5974 -1.0770
C 1.6813 -0.0209 0.0780
N 1.1275 -1.2600 0.4938
H 0.9202 0.2923 -1.9961
H 1.8578 1.5869 -1.0696
H 2.3633 0.4559 0.8140
H 1.2712 -1.3764 1.4942
H 0.1131 -1.1594 0.4078
```

total energy	-229.70803	Eh
frontier orbital gap (spin up / spin down)	2.91 / 9.00	eV
highest occupied orbital energy (spin up / spin down)	0.0524 / -0.1743	hartree
expectation value of S²	0.750
lowest unoccupied orbital energy (spin up / spin down)	0.1593 / 0.1566	hartree
relative energy (zero: lowest compared OMol25 entry of this formula, charge and spin)	30.68	kcal/mol
charge	-1
spin multiplicity	2

Mulliken charges, unit e, in atom order: number 1, C, carries -2.80; number 2, N, carries -1.65; number 3, H, carries 1.21; number 4, H, carries 0.35; number 5, H, carries 0.32; number 6, H, carries 0.66; number 7, H, carries 0.82; number 8, C, carries -0.71; number 9, C, carries -0.38; number 10, N, carries -0.60; number 11, H, carries 0.36; number 12, H, carries 0.30; number 13, H, carries 0.23; number 14, H, carries 0.53; number 15, H, carries 0.37

=====

(3)
# C3H10N2

One molecule with the formula C3H10N2 (the ωB97M-V functional and the def2-TZVPD basis, the OMol25 dataset).

XYZ file:
```
15
Properties=species:S:1:pos:R:3
N -2.5607 -0.2073 -0.0503
C -1.2744 0.4880 0.0321
C 0.0112 -0.3569 0.0120
C 1.2732 0.4778 0.0319
N 2.4658 -0.3529 -0.1151
H -2.5727 -0.7970 -0.8720
H -2.6436 -0.8353 0.7700
H -1.3397 1.0850 0.9603
H -1.2655 1.2370 -0.7561
H 0.0089 -0.9932 -0.8844
H -0.0208 -1.0367 0.8693
H 1.2643 1.0931 0.9566
H 1.2498 1.1990 -0.7918
H 3.2771 0.2500 -0.2779
H 2.6471 -0.9338 0.7278
```

total energy	-229.80059	Eh
frontier orbital gap	10.32	eV
highest occupied orbital energy	-0.3373	hartree
lowest unoccupied orbital energy	0.0419	hartree
relative energy (zero: lowest compared OMol25 entry of this formula, charge and spin)	5.44	kcal/mol
charge	0
spin multiplicity	1

Mulliken charges, unit e, in atom order: number 1, N, carries -0.64; number 2, C, carries -0.65; number 3, C, carries -0.34; number 4, C, carries -0.53; number 5, N, carries -0.59; number 6, H, carries 0.24; number 7, H, carries 0.25; number 8, H, carries 0.34; number 9, H, carries 0.37; number 10, H, carries 0.24; number 11, H, carries 0.25; number 12, H, carries 0.25; number 13, H, carries 0.37; number 14, H, carries 0.23; number 15, H, carries 0.22

=====

(4)
# C3H10N2

A 2-piece molecular cluster, C3H10N2 overall (the ωB97M-V functional and the def2-TZVPD basis, the OMol25 dataset).

XYZ file:
```
15
Properties=species:S:1:pos:R:3
C -0.3672 -2.1139 0.5388
N -0.9853 -1.2477 -0.1617
H 0.4787 -2.7382 0.2435
H -0.7086 -2.3448 1.5405
H -1.1597 -1.5236 -1.3590
C -0.7456 1.6578 0.1617
N -0.0100 0.5798 -0.4911
C 1.3878 0.4620 -0.1077
H -1.7470 1.7103 -0.2588
H -0.2285 2.6038 -0.0029
H -0.7990 1.5090 1.2450
H -0.3529 0.0971 -1.3318
H 1.4922 0.2541 0.9629
H 1.8921 1.4148 -0.2741
H 1.8531 -0.3206 -0.7051
```

total energy	-229.66258	Eh
frontier orbital gap	8.43	eV
highest occupied orbital energy	-0.2741	hartree
lowest unoccupied orbital energy	0.0358	hartree
relative energy (zero: lowest compared OMol25 entry of this formula, charge and spin)	92.04	kcal/mol
charge	0
spin multiplicity	1

Mulliken charges, unit e, in atom order: number 1, C, carries -0.42; number 2, N, carries -0.51; number 3, H, carries 0.25; number 4, H, carries 0.25; number 5, H, carries 0.26; number 6, C, carries -0.87; number 7, N, carries -0.15; number 8, C, carries -0.98; number 9, H, carries 0.30; number 10, H, carries 0.30; number 11, H, carries 0.27; number 12, H, carries 0.34; number 13, H, carries 0.31; number 14, H, carries 0.31; number 15, H, carries 0.34

=====

(5)
# C3H10N2

A 2-piece molecular cluster, C3H10N2 overall (the ωB97M-V functional and the def2-TZVPD basis, the OMol25 dataset).

XYZ file:
```
15
Properties=species:S:1:pos:R:3
C -1.5521 -0.7988 0.3173
C -0.4624 0.1810 -0.0274
C -0.6948 1.3079 -0.7211
H 0.4675 0.1718 1.7498
H -2.4507 -0.2520 0.5975
H -1.2770 -1.4292 1.1625
H -1.8044 -1.4309 -0.5424
H -1.6942 1.7161 -0.7475
H 0.0980 1.9279 -1.1079
N 0.8543 -0.5068 -0.1811
N 1.9338 0.4379 -0.3664
H 1.9865 0.8355 0.5870
H 0.8386 -1.1066 -1.0178
H 0.9730 -0.9616 0.8493
H 2.7839 -0.0921 -0.5518
```

total energy	-229.61255	Eh
frontier orbital gap	7.65	eV
highest occupied orbital energy	-0.2508	hartree
lowest unoccupied orbital energy	0.0303	hartree
relative energy (zero: lowest compared OMol25 entry of this formula, charge and spin)	123.44	kcal/mol
charge	0
spin multiplicity	1

Mulliken charges, unit e, in atom order: number 1, C, carries -1.28; number 2, C, carries 0.14; number 3, C, carries -1.09; number 4, H, carries 0.13; number 5, H, carries 0.40; number 6, H, carries 0.34; number 7, H, carries 0.32; number 8, H, carries 0.26; number 9, H, carries 0.36; number 10, N, carries -0.39; number 11, N, carries -0.70; number 12, H, carries 0.21; number 13, H, carries 0.49; number 14, H, carries 0.53; number 15, H, carries 0.27

=====

(6)
# C3H10N2

One molecule with the formula C3H10N2 (the ωB97M-V functional and the def2-TZVPD basis, the OMol25 dataset).

XYZ file:
```
15
Properties=species:S:1:pos:R:3
N -1.9577 0.9320 0.3978
C -0.5706 1.2807 0.4014
C 0.3006 0.4468 -0.5526
C 0.8223 -0.8035 0.1040
N 1.5541 -1.7339 -0.7302
H -2.2851 0.0422 0.7058
H -2.6684 1.6309 0.4712
H -0.1041 1.1836 1.3951
H -0.5419 2.3222 0.0992
H -0.4196 0.1369 -1.3290
H 1.0849 0.9985 -1.0711
H -0.0386 -1.2826 0.6080
H 1.5126 -0.5119 0.9058
H 2.2815 -2.1977 -0.1954
H 1.0301 -2.4444 -1.2100
```

total energy	-229.78905	Eh
frontier orbital gap	9.89	eV
highest occupied orbital energy	-0.3204	hartree
lowest unoccupied orbital energy	0.0431	hartree
relative energy (zero: lowest compared OMol25 entry of this formula, charge and spin)	12.68	kcal/mol
charge	0
spin multiplicity	1

Mulliken charges, unit e, in atom order: number 1, N, carries -0.46; number 2, C, carries -0.30; number 3, C, carries -0.59; number 4, C, carries -0.45; number 5, N, carries -0.59; number 6, H, carries 0.14; number 7, H, carries 0.15; number 8, H, carries 0.19; number 9, H, carries 0.35; number 10, H, carries 0.28; number 11, H, carries 0.29; number 12, H, carries 0.20; number 13, H, carries 0.34; number 14, H, carries 0.23; number 15, H, carries 0.21

=====

relative energy (zero: lowest compared OMol25 entry of this formula, charge and spin) of number 2 (C3H10N2)? 30.68 kcal/mol

=====

What is the charge in the third record? 0